Model one:
Here is C2H3O3S2 as an isolated structure from the OMol25 dataset. Energies are from ωB97M-V/def2-TZVPD.

Atoms and positions in Å:
C (-0.90340, 0.20844, 0.94353)
C (-0.01787, 0.63699, -0.12219)
O (0.50489, -1.95418, -0.36070)
O (1.24586, -0.38759, -2.22812)
O (1.99177, -0.05243, 0.09081)
S (-2.39168, 0.64086, -0.20099)
S (0.99898, -0.66011, -0.82445)
H (-0.78079, -0.77568, 1.18239)
H (-0.86916, 0.62880, 1.93695)
H (0.22141, 1.71490, -0.41722)

charge: -1
gap between HOMO and LUMO: 0.294 Eh
HOMO: -4.63 eV
lowest unoccupied orbital energy: 3.3763 eV

Model two:
Here is an isolated ion of composition C2H3O3S2 and charge -1 from the OMol25 dataset. Energies are from ωB97M-V/def2-TZVPD.

Atoms and positions in Å:
C (-0.37104, 1.03698, -0.16907)
C (-1.02507, -0.22695, 0.27714)
O (1.80693, -0.84244, 1.14424)
O (1.39298, -1.48345, -1.17231)
O (0.85601, 1.09653, -0.62255)
S (-1.32482, 2.40676, -0.12120)
S (2.03854, -0.52033, -0.25111)
H (-0.21729, -0.91619, 0.79848)
H (-1.97509, 0.13503, 0.75445)
H (-1.18116, -0.68594, -0.63807)

charge: -1
gap between HOMO and LUMO: 0.286 Eh
HOMO: -4.19 eV
lowest unoccupied orbital energy: 3.5998 eV

Energetically preferred structure: model two | next structure: +1.671 eV

Model one:
Here is one molecule with the formula C5H12N2S from the OMol25 dataset. Energies are from ωB97M-V/def2-TZVPD.

Atoms and positions in Å:
C (0.91570, 1.31721, -2.37723)
C (1.10754, 0.02235, -1.66395)
C (-0.46992, -0.66687, 0.01873)
C (-1.72156, -1.51946, 0.28201)
C (0.09632, -0.50170, 2.41267)
H (0.81796, 1.18259, -3.53515)
H (1.77734, 2.31574, -2.18230)
H (-0.10269, 1.49231, -1.90345)
H (1.67918, 0.25382, -0.74630)
H (1.72995, -0.77716, -2.03460)
H (-2.39002, -1.89256, -0.50523)
H (-1.66103, -2.12528, 1.20876)
H (-2.33090, -0.54446, 0.63546)
H (-0.85028, -0.84049, 2.77999)
H (0.57058, 0.21677, 3.18281)
H (0.70378, -1.45446, 2.32768)
H (0.79850, 2.39352, 1.20897)
N (-0.19466, -0.55071, -1.21351)
N (0.02300, 0.02599, 1.16354)
S (-0.49878, 1.65285, 0.94110)

charge: 0
gap between HOMO and LUMO: 0.336 Eh
HOMO: -8.58 eV
lowest unoccupied orbital energy: 0.5507 eV
SMILES: CC/N=C(/C)N(C)S

Model two:
Here is one molecule with the formula C5H12N2S from the OMol25 dataset. Energies are from ωB97M-V/def2-TZVPD.

Atoms and positions in Å:
C (1.54980, -1.46616, -0.50712)
C (0.66091, -0.35723, -1.02323)
C (1.42131, 1.31063, 0.59510)
C (-1.85299, 1.39786, -0.64662)
C (-1.98237, -0.84882, 1.09369)
H (2.58877, -1.21088, -0.38809)
H (1.41058, -2.36061, -1.15658)
H (1.12849, -1.79142, 0.42344)
H (-0.25731, -0.84622, -1.32860)
H (1.10143, 0.26659, -1.91389)
H (1.07325, 2.00891, 1.42120)
H (2.16991, 0.58452, 1.01209)
H (2.03083, 2.00296, -0.02772)
H (-2.57022, 2.20707, -1.05999)
H (-1.79122, -0.05316, 1.85052)
H (-1.06669, -1.34565, 0.98469)
H (-2.61592, -1.63165, 1.49034)
N (0.28927, 0.65063, 0.02702)
N (-0.65036, 1.71172, -0.35790)
S (-2.63745, -0.22910, -0.48837)

charge: 0
gap between HOMO and LUMO: 0.331 Eh
HOMO: -8.23 eV
lowest unoccupied orbital energy: 0.7771 eV
SMILES: CCN(C)/N=C\SC

Energetically preferred structure: model two | next structure: +1.760 eV

Model one:
Here is one molecule with the formula C8H10N2O3 from the OMol25 dataset. Energies are from ωB97M-V/def2-TZVPD.

Atoms and positions in Å:
C (1.38209, -0.86136, 0.91944)
C (0.40753, -0.53457, 2.16274)
C (1.91907, 0.46142, 0.29287)
C (-0.87283, -0.24554, 1.79950)
C (-0.58460, -1.08901, -0.36014)
C (1.12986, 1.23224, -0.48671)
C (-1.22529, -0.25265, 0.43983)
C (-1.07156, -1.61701, -1.66660)
N (1.63238, 2.32081, -1.18431)
N (-2.37230, 0.49395, 0.10070)
O (0.73974, -1.55600, -0.07327)
O (-2.61033, 0.74812, -1.11209)
O (-3.03420, 0.96381, 0.99491)
H (2.30884, -1.44918, 1.24336)
H (0.83074, -0.55237, 3.17768)
H (3.02363, 0.38012, 0.22819)
H (-1.63973, -0.11917, 2.61542)
H (0.02535, 1.42873, -0.46766)
H (-1.07628, -2.79479, -1.86427)
H (-0.29112, -1.29779, -2.47665)
H (-2.08068, -1.40794, -1.81380)
H (2.55061, 2.74108, -1.07156)
H (0.90908, 3.00713, -1.39761)

charge: 0
gap between HOMO and LUMO: 0.283 Eh
HOMO: -8.19 eV
lowest unoccupied orbital energy: -0.4798 eV
SMILES: CC1=C([N+](=O)[O-])C=C[C@H](/C=C/N)O1

Model two:
Here is a 2-piece molecular cluster, C8H10N2O3 overall from the OMol25 dataset. Energies are from ωB97M-V/def2-TZVPD.

Atoms and positions in Å:
C (-2.38824, -0.73254, 0.54333)
C (-1.92013, 0.23925, 1.34998)
C (-0.91133, 0.08541, -1.21939)
C (-1.91224, -0.88942, -0.81840)
C (-0.51176, 1.04769, -0.35025)
C (-0.28761, 0.06840, -2.58443)
C (3.00070, -0.29567, 1.24827)
C (3.16139, 1.11188, 1.71792)
N (-0.98484, 1.12841, 0.91375)
N (-2.29836, -1.79395, -1.64926)
O (0.56446, 0.87121, -2.88856)
O (-0.71369, -0.86762, -3.40457)
O (2.24935, 1.86422, 1.93699)
H (-3.13508, -1.42453, 0.90347)
H (-2.26125, 0.36318, 2.36591)
H (3.54834, -0.43744, 0.31818)
H (1.95056, -0.53494, 1.09655)
H (3.43002, -0.96736, 1.99026)
H (4.21078, 1.42804, 1.86862)
H (-0.60098, 1.82049, 1.54224)
H (-3.00767, -2.42320, -1.29370)
H (-1.41879, -1.42965, -2.93776)
H (0.23638, 1.76811, -0.64919)

charge: 0
gap between HOMO and LUMO: 0.334 Eh
HOMO: -8.62 eV
lowest unoccupied orbital energy: 0.4765 eV
SMILES: [H]/N=c1\cc[nH]cc1C(=O)O.CC=O

Energetically preferred structure: model two | next structure: +6.523 eV

Model one:
Here is an isolated ion of composition C10H14NO2 and charge +1 from the OMol25 dataset. Energies are from ωB97M-V/def2-TZVPD.

Atoms and positions in Å:
C (-2.70983, -0.86096, 0.17076)
C (-0.92329, 1.12473, -0.48972)
C (-1.77269, -1.71553, -0.44282)
C (-0.53612, -1.98265, 0.47135)
C (1.73977, 1.86704, -0.26831)
C (2.37771, 0.51430, -0.70180)
C (0.76290, 1.69042, 0.88960)
C (1.31760, -0.59203, -0.91803)
C (-0.28218, 0.58999, 0.59541)
C (0.48271, -0.79046, 0.37341)
N (-3.77681, -0.57031, 0.57520)
O (-1.40234, 1.54891, -1.41689)
O (-4.62309, -0.00574, 1.17799)
H (-2.31050, -2.61781, -0.71844)
H (-1.29257, -1.22848, -1.34958)
H (-0.98367, -1.92797, 1.57514)
H (0.06643, -2.90868, 0.22001)
H (2.45860, 2.58539, 0.19272)
H (1.17597, 2.25430, -1.10019)
H (2.87254, 0.69094, -1.69937)
H (3.04092, 0.30490, 0.13287)
H (1.22454, 1.40047, 1.77438)
H (0.50170, 2.81897, 1.18349)
H (0.59693, -0.24711, -1.61691)
H (1.77761, -1.60975, -1.24104)
H (-0.95733, 0.60130, 1.40829)
H (1.17453, -0.93416, 1.22249)

charge: +1
gap between HOMO and LUMO: 0.304 Eh
HOMO: -13.11 eV
lowest unoccupied orbital energy: -4.8388 eV

Model two:
Here is an isolated ion of composition C10H14NO2 and charge +1 from the OMol25 dataset. Energies are from ωB97M-V/def2-TZVPD.

Atoms and positions in Å:
C (3.50882, 0.05064, -0.00171)
C (3.11211, -1.25550, 0.36907)
C (2.62336, 1.11310, -0.22783)
C (1.77376, -1.53821, 0.31429)
C (1.27928, 0.79015, -0.35840)
C (0.97669, -0.51469, -0.12076)
C (0.14667, 1.71857, -0.60389)
C (-0.94063, 1.36595, 0.28828)
C (-1.17070, -1.02497, -0.21941)
C (-3.22896, 0.34079, 0.33323)
N (-1.82565, 0.34021, -0.20538)
O (-1.50546, -1.57852, -1.42648)
O (-1.39942, -1.71998, 0.88836)
H (4.59989, 0.23604, 0.01578)
H (3.83596, -2.05717, 0.73035)
H (2.98500, 2.22614, -0.06542)
H (1.37508, -2.47615, 0.64796)
H (0.56473, 2.68858, -0.54274)
H (-0.13300, 1.49138, -1.59642)
H (-0.59056, 0.97841, 1.24378)
H (-1.44921, 2.24771, 0.57719)
H (-3.62922, 1.14208, 0.91064)
H (-3.97028, 0.19986, -0.45430)
H (-3.19430, -0.46414, 1.06927)
H (-1.94033, 0.35834, -1.31243)
H (-1.22091, -2.50482, -1.52649)
H (-0.58272, -2.15381, 1.27347)

charge: +1
gap between HOMO and LUMO: 0.367 Eh
HOMO: -12.70 eV
lowest unoccupied orbital energy: -2.7264 eV

Energetically preferred structure: model two | next structure: +2.013 eV

Model one:
Here is an isolated ion of composition C4H11N2 and charge +2 from the OMol25 dataset. Energies are from ωB97M-V/def2-TZVPD.

Atoms and positions in Å:
C (2.49828, -0.15549, 0.79225)
C (1.76057, -0.53078, -0.50615)
C (0.58852, 0.33444, -0.90526)
N (-0.51980, 0.49177, 0.10171)
C (-1.78712, 0.27068, -0.18756)
N (-2.74687, -0.31965, 0.54797)
H (1.82175, -0.10047, 1.73246)
H (3.09434, 0.75675, 0.78410)
H (3.24680, -0.88976, 1.11626)
H (1.40304, -1.53942, -0.31641)
H (2.52384, -0.77749, -1.25431)
H (0.06337, 0.12330, -1.85224)
H (1.08371, 1.30676, -1.16700)
H (-0.34504, 0.94456, 0.93895)
H (-2.04517, 0.39162, -1.25518)
H (-2.91002, -0.10781, 1.50092)
H (-3.43150, -0.82601, 0.06505)

charge: +2
spin multiplicity: 2
gap between HOMO and LUMO (alpha / beta): 0.402 / 0.195 Eh
HOMO (alpha / beta): -21.00 / -20.22 eV
lowest unoccupied orbital energy (alpha / beta): -10.0539 / -14.9019 eV

Model two:
Here is an isolated ion of composition C4H11N2 and charge +2 from the OMol25 dataset. Energies are from ωB97M-V/def2-TZVPD.

Atoms and positions in Å:
C (1.40640, -0.51926, 0.48489)
C (0.79890, 0.86554, 0.11315)
C (-0.54172, 0.75857, -0.63074)
C (-1.80206, 0.93103, -0.07404)
N (-0.46102, 0.10663, -1.81284)
N (0.29541, -1.38958, 1.19119)
H (2.12182, -0.60728, 1.28890)
H (1.50463, -1.04780, -0.46081)
H (1.46811, 1.41166, -0.57411)
H (0.70887, 1.58365, 0.93861)
H (-2.69817, 0.73239, -0.66056)
H (-1.99065, 1.12429, 0.97733)
H (-1.12769, 0.37187, -2.55838)
H (0.34212, 0.27181, -2.44522)
H (-0.05460, -0.87535, 2.01062)
H (0.59353, -2.29440, 1.56846)
H (-0.56389, -1.42377, 0.64355)

charge: +2
spin multiplicity: 2
gap between HOMO and LUMO (alpha / beta): 0.422 / 0.364 Eh
HOMO (alpha / beta): -20.11 / -22.06 eV
lowest unoccupied orbital energy (alpha / beta): -8.6221 / -12.1650 eV

Energetically preferred structure: model two | next structure: +2.521 eV

Model one:
Here is one molecule with the formula C4H3BrO from the OMol25 dataset. Energies are from ωB97M-V/def2-TZVPD.

Atoms and positions in Å:
C (0.54185, -2.28908, -0.06533)
C (0.19916, -1.14779, -0.16422)
C (0.38491, 1.52813, 0.19752)
C (-0.35387, 0.12387, -0.03214)
O (-0.29747, 1.14821, -0.95166)
Br (-2.42114, 0.08071, 0.40933)
H (0.72912, -3.28985, -0.31098)
H (-0.21449, 2.29987, 0.73565)
H (1.43192, 1.54592, 0.18182)

charge: 0
gap between HOMO and LUMO: 0.368 Eh
HOMO: -10.07 eV
lowest unoccupied orbital energy: -0.0617 eV
SMILES: C#C[C@@]1(Br)CO1

Model two:
Here is one molecule with the formula C4H3BrO from the OMol25 dataset. Energies are from ωB97M-V/def2-TZVPD.

Atoms and positions in Å:
C (0.15118, -0.42360, -0.71073)
C (-0.42458, 1.82326, 0.18299)
C (0.61100, 1.01160, -0.19661)
C (-0.19216, -1.33987, 0.13412)
O (1.77855, 0.94863, -0.41921)
Br (-1.52715, 1.67801, 1.61740)
H (0.18339, -0.38372, -1.72203)
H (-0.28597, -0.95104, 1.27812)
H (-0.29426, -2.36327, -0.16405)

charge: 0
gap between HOMO and LUMO: 0.275 Eh
HOMO: -9.07 eV
lowest unoccupied orbital energy: -1.5901 eV

Energetically preferred structure: model one | next structure: +1.402 eV